(1)
Formula: C48H48ClCsIN11O5
Source: the OMol25 dataset
Level of theory: wB97M-V/def2-TZVPD

CARTESIAN COORDINATES (ANGSTROEM)
1 Cs 1.160 0.091 0.732
2 I 6.281 1.964 1.286
3 Cl 6.017 4.403 -3.850
4 O 3.260 1.438 0.428
5 O -6.955 4.261 1.459
6 O 1.305 -2.300 1.571
7 O -5.702 6.129 1.271
8 O 0.014 -5.795 -0.525
9 N 1.176 -5.112 1.767
10 N -2.332 2.457 0.856
11 N 1.145 0.701 5.092
12 N -2.996 -1.172 -3.204
13 N 0.139 3.602 1.081
14 N -1.929 0.905 4.571
15 N -1.092 -0.950 -1.816
16 N -2.341 -0.189 1.212
17 N 1.801 2.170 6.754
18 N -0.409 2.139 6.106
19 N 1.865 2.071 -1.822
20 C -3.528 0.400 1.089
21 C 3.359 -2.402 5.151
22 C -2.288 -1.512 1.266
23 C 1.237 -5.126 -0.616
24 C 5.216 2.442 -0.438
25 C 1.795 -4.837 -1.800
26 C 3.176 -4.261 0.599
27 C -1.601 -2.811 -4.496
28 C 3.037 3.525 -3.879
29 C 1.176 2.420 -2.875
30 C -4.684 2.644 1.230
31 C -3.522 1.899 1.060
32 C -1.069 -4.899 -0.744
33 C 1.724 3.162 -3.940
34 C 2.008 -2.351 2.632
35 C -4.639 -1.722 1.041
36 C 5.854 3.151 -1.463
37 C -2.501 0.949 -2.054
38 C 3.046 -3.996 -1.888
39 C -2.257 3.783 0.855
40 C -4.100 -0.529 -3.892
41 C 2.713 -2.566 -2.355
42 C 1.372 4.067 0.910
43 C 2.815 -1.253 3.083
44 C 2.633 -3.498 4.718
45 C -2.728 -2.564 -3.495
46 C 3.169 2.434 -1.730
47 C -0.697 5.588 0.053
48 C -0.885 4.348 0.662
49 C -3.368 4.606 1.017
50 C -5.891 4.898 1.325
51 C -2.144 -0.479 -2.365
52 C -3.404 -2.332 1.203
53 C 0.804 1.662 5.960
54 C -4.618 4.030 1.190
55 C 1.840 -4.782 0.637
56 C 5.179 3.506 -2.593
57 C -4.706 -0.341 0.979
58 C 3.867 2.046 -0.488
59 C -1.266 1.493 5.311
60 C 1.310 -4.707 3.028
61 C 3.771 -3.963 -0.564
62 C 3.468 -1.299 4.297
63 C 0.592 6.059 -0.126
64 C 1.655 5.286 0.310
65 C 2.018 -3.530 3.464
66 C -3.745 0.023 -5.269
67 C 3.812 3.166 -2.754
68 H 2.569 -4.381 5.347
69 H -1.077 -4.574 -1.787
70 H 1.300 -5.154 -2.712
71 H -1.742 1.354 -1.390
72 H 1.537 3.037 7.193
73 H -0.880 -1.908 -2.085
74 H -2.927 0.741 -5.196
75 H 2.037 0.237 5.119
76 H 0.762 7.014 -0.609
77 H 0.429 0.247 4.545
78 H -3.302 -3.407 1.274
79 H 3.719 -4.155 1.529
80 H 4.103 -0.460 4.577
81 H 0.829 -5.351 3.754
82 H 1.106 3.432 -4.787
83 H 4.801 -3.623 -0.566
84 H 0.425 -5.770 1.590
85 H -5.545 -2.313 0.969
86 H -4.903 -1.265 -3.989
87 H 2.175 3.420 1.247
88 H 3.851 -2.412 6.115
89 H 0.137 2.106 -2.899
90 H 3.617 -1.974 -2.510
91 H 2.150 -2.591 -3.293
92 H -2.566 1.560 -2.957
93 H -3.460 1.019 -1.539
94 H 2.682 5.600 0.178
95 H -1.551 6.156 -0.290
96 H -1.294 -1.935 1.388
97 H -1.992 -5.435 -0.522
98 H -5.654 2.198 1.399
99 H -3.301 5.685 1.026
100 H -0.982 -4.019 -0.098
101 H -1.882 -2.474 -5.495
102 H -3.431 -0.773 -5.946
103 H -3.656 -3.002 -3.870
104 H 2.096 -2.058 -1.611
105 H 2.729 2.159 6.366
106 H -0.694 -2.280 -4.207
107 H -5.656 0.159 0.848
108 H -1.365 -3.876 -4.550
109 H 2.899 -0.385 2.438
110 H 3.714 -4.427 -2.648
111 H -4.605 0.527 -5.715
112 H 3.496 4.093 -4.677
113 H -4.495 0.269 -3.266
114 H 6.894 3.428 -1.356
115 H -2.508 -3.075 -2.553

Computed properties:
LUMO energy (spin up / spin down) in Ha: 0.122 / 0.122
Total charge: -2
Multiplicity: 1
Maximum force in eV/A: 3.0
Energy above the lowest of the compared OMol25 structures with the same formula, charge and spin in kJ/mol: 139.1
Kohn-Sham gap (spin up / spin down) in eV: 5.0 / 5.0

Löwdin atomic charge list, values in e, 8 entries: 1.23 0.84 0.61 -0.44 -0.07 -0.38 -0.06 -0.13

(2)
Formula: C36H27BrN7O5RbSe
Source: the OMol25 dataset
Level of theory: wB97M-V/def2-TZVPD

CARTESIAN COORDINATES (ANGSTROEM)
1 Rb 0.178 -1.857 -0.701
2 Br 1.502 4.544 5.356
3 Se -1.639 -1.156 -6.081
4 O -1.993 -0.433 -0.799
5 O -2.327 -1.608 6.718
6 O 1.785 -3.133 1.248
7 O -0.200 -4.137 1.035
8 O -1.613 -3.698 6.305
9 N 0.001 1.389 -0.513
10 N -3.038 5.471 1.408
11 N -2.890 -2.357 -5.696
12 N -3.562 4.647 0.607
13 N -0.336 -3.601 -3.436
14 N -0.435 -1.839 -4.983
15 N 0.026 -1.116 2.320
16 C -3.009 3.456 0.187
17 C -1.003 -2.867 -4.388
18 C 2.967 -4.108 -1.850
19 C -0.581 4.055 -0.005
20 C -1.625 3.110 0.010
21 C -3.965 2.497 -0.178
22 C -1.848 3.960 2.980
23 C 3.212 -2.627 -1.948
24 C -3.663 1.201 -0.508
25 C 0.000 -2.414 2.638
26 C -0.576 -2.896 3.809
27 C 2.664 0.249 -4.367
28 C -1.125 -0.662 4.373
29 C 3.841 -0.568 -0.840
30 C 0.100 4.788 4.097
31 C 3.524 0.131 -2.004
32 C -2.357 -4.936 -3.216
33 C -1.134 -2.011 4.717
34 C 3.040 -0.521 -3.130
35 C -1.273 1.780 -0.314
36 C 4.299 0.152 0.399
37 C -0.997 -4.571 -2.891
38 C 0.020 5.976 3.395
39 C -0.837 3.782 3.909
40 C -0.550 -0.274 3.179
41 C -2.314 0.739 -0.539
42 C 0.708 3.648 -0.219
43 C 0.594 -3.335 1.581
44 C 2.877 -1.903 -3.085
45 C -1.937 5.143 2.243
46 C -1.010 6.153 2.488
47 C 3.688 -1.946 -0.829
48 C -2.364 -3.151 -4.785
49 C 0.955 2.288 -0.442
50 C -3.040 -4.244 -4.150
51 C -1.758 -2.489 6.045
52 H 3.840 -2.495 0.091
53 H -0.490 -5.116 -2.100
54 H 1.524 4.361 -0.223
55 H 2.450 -4.480 -2.736
56 H 5.385 0.278 0.404
57 H -2.813 -5.751 -2.671
58 H -4.438 0.482 -0.738
59 H 3.449 0.185 -5.124
60 H -4.066 -4.466 -4.411
61 H 2.367 -4.322 -0.962
62 H 1.968 1.926 -0.583
63 H -1.112 7.087 1.949
64 H -0.777 2.864 4.478
65 H 3.850 1.143 0.470
66 H 3.614 1.212 -2.017
67 H -2.571 3.170 2.825
68 H -4.998 2.825 -0.137
69 H 0.747 6.759 3.565
70 H -0.803 5.104 0.142
71 H 4.016 -0.407 1.291
72 H -1.583 0.047 5.051
73 H -0.543 0.770 2.877
74 H 2.434 -2.415 -3.933
75 H -0.592 -3.954 4.029
76 H 1.747 -0.152 -4.804
77 H 2.506 1.302 -4.137
78 H 3.908 -4.653 -1.745

Computed properties:
LUMO energy in Ha: 0.075
Total charge: -2
Multiplicity: 1
Maximum force in eV/A: 0.6
Energy above the lowest of the compared OMol25 structures with the same formula, charge and spin in kJ/mol: 134.6
Kohn-Sham gap in eV: 4.5

Löwdin atomic charge list, values in e, 8 entries: 0.96 0.69 1.11 -0.20 -0.07 -0.12 -0.11 -0.07

(3)
Formula: C6H5NS
Source: the OMol25 dataset
Level of theory: wB97M-V/def2-TZVPD

CARTESIAN COORDINATES (ANGSTROEM)
1 S 3.022 1.677 -3.019
2 N 1.269 1.395 -1.141
3 C 1.891 -0.753 -2.048
4 C 2.439 -1.812 -2.721
5 C 0.625 0.519 -0.448
6 C 0.914 -0.879 -0.885
7 C 2.082 0.817 -2.052
8 C -0.426 0.962 0.434
9 H 0.041 -1.500 -1.088
10 H -0.771 0.291 1.176
11 H -1.339 1.276 -0.130
12 H -0.014 1.800 0.804
13 H 1.496 -1.482 -0.090

Computed properties:
LUMO energy in Ha: -0.043
Total charge: 0
Multiplicity: 1
Maximum force in eV/A: 4.0
Energy above the lowest of the compared OMol25 structures with the same formula, charge and spin in kJ/mol: 385.6
Kohn-Sham gap in eV: 7.7

Löwdin atomic charge list, values in e, 8 entries: 0.74 0.08 -0.35 0.27 -0.31 -0.12 -0.85 -0.01

(4)
Formula: C4H7NOS2
Source: the OMol25 dataset
Level of theory: wB97M-V/def2-TZVPD

CARTESIAN COORDINATES (ANGSTROEM)
1 S 0.942 1.984 -0.043
2 S -2.629 -0.506 -0.243
3 O 0.224 -1.971 0.193
4 N 3.275 -1.124 -0.309
5 C -0.010 0.476 -0.278
6 C 2.168 -0.875 -0.043
7 C 0.731 -0.702 0.440
8 C -1.412 0.685 0.218
9 H -0.784 -1.940 0.298
10 H 0.044 0.276 -1.393
11 H 0.335 2.368 1.112
12 H -1.473 0.845 1.304
13 H 0.748 -0.507 1.510
14 H -1.828 1.641 -0.218
15 H -3.621 -0.197 0.573

Computed properties:
LUMO energy in Ha: 0.009
Total charge: 0
Multiplicity: 1
Maximum force in eV/A: 3.0
Energy above the lowest of the compared OMol25 structures with the same formula, charge and spin in kJ/mol: 140.6
Kohn-Sham gap in eV: 10.1

Löwdin atomic charge list, values in e, 8 entries: 0.80 0.78 -0.05 0.16 -0.71 -0.17 -0.43 -0.66

(5)
Formula: C37H36Cl4O12
Source: the OMol25 dataset
Level of theory: wB97M-V/def2-TZVPD

CARTESIAN COORDINATES (ANGSTROEM)
1 Cl -2.317 -1.335 -5.907
2 Cl -2.381 -2.831 -8.543
3 Cl -0.538 -0.532 -8.117
4 Cl -0.114 -2.885 -6.639
5 O 1.958 -1.094 3.277
6 O 4.838 4.484 -2.315
7 O 1.359 1.427 -4.461
8 O 5.097 -0.704 -0.388
9 O 0.231 -1.393 -3.918
10 O -1.386 -4.113 7.416
11 O -6.101 -4.034 -0.668
12 O 1.207 4.272 2.734
13 O -0.063 -2.022 1.496
14 O -4.380 1.154 0.085
15 O 0.586 5.217 -0.490
16 O -2.467 -1.745 2.653
17 C -0.912 -2.028 -1.960
18 C -5.830 -2.097 0.712
19 C -1.374 -1.924 -7.369
20 C 2.154 2.309 2.028
21 C -2.138 -2.268 3.897
22 C 0.897 2.276 4.134
23 C 1.397 -1.529 -1.864
24 C 0.659 2.010 -2.229
25 C 1.786 3.637 -3.587
26 C 2.388 0.947 2.082
27 C 1.399 2.923 2.968
28 C 5.132 2.979 -0.487
29 C 4.810 0.850 -2.201
30 C 1.149 0.876 4.193
31 C 0.861 4.263 -1.431
32 C 5.327 1.656 -0.004
33 C 1.495 4.624 -2.638
34 C -4.609 -0.716 -1.399
35 C 1.291 -1.689 -0.498
36 C 4.819 3.226 -1.776
37 C 0.103 -2.065 0.126
38 C -5.623 -2.692 -0.492
39 C 1.330 2.339 -3.377
40 C -4.736 -0.131 -0.168
41 C -1.664 -3.392 6.276
42 C -4.966 -2.036 -1.622
43 C -0.994 -2.373 -0.627
44 C 5.148 0.586 -0.860
45 C 1.850 0.267 3.164
46 C 0.253 -1.618 -2.606
47 C -1.651 -3.577 3.916
48 C -1.401 -4.121 5.109
49 C -2.201 -2.111 6.288
50 C -2.462 -1.490 5.069
51 C 0.499 2.922 -1.192
52 C 4.591 2.145 -2.614
53 C -5.250 -0.890 0.929
54 H -4.107 -0.228 -2.222
55 H -1.880 -2.591 -0.049
56 H 5.788 -1.202 -0.831
57 H -0.391 -2.007 -4.315
58 H 2.274 -1.140 -2.360
59 H -0.101 2.748 -0.311
60 H -1.866 -2.020 -2.466
61 H 2.157 3.815 -4.585
62 H -5.517 -0.383 1.845
63 H -6.869 -4.326 -0.173
64 H 0.228 1.021 -2.264
65 H -4.861 -2.512 -2.586
66 H 1.101 5.965 -0.802
67 H -2.889 -0.886 2.737
68 H 2.174 -1.526 0.102
69 H -4.089 1.555 -0.737
70 H -0.998 -5.109 5.274
71 H -1.366 -4.099 3.015
72 H -1.821 -3.661 8.143
73 H 1.967 4.569 2.228
74 H -6.246 -2.563 1.593
75 H 5.723 1.498 0.988
76 H 0.631 0.237 4.894
77 H 4.240 4.394 -3.060
78 H 4.631 0.056 -2.911
79 H 1.696 5.594 -3.068
80 H -0.980 -2.088 1.773
81 H 5.279 3.823 0.171
82 H 1.464 -1.507 2.565
83 H 2.864 0.392 1.289
84 H 0.810 0.640 -4.482
85 H 2.615 2.836 1.206
86 H -2.806 -0.498 4.815
87 H 4.315 2.261 -3.652
88 H -2.499 -1.812 7.283
89 H 0.277 2.802 4.845

Computed properties:
LUMO energy in Ha: -0.014
Total charge: 0
Multiplicity: 1
Maximum force in eV/A: 3.7
Energy above the lowest of the compared OMol25 structures with the same formula, charge and spin in kJ/mol: 116.1
Kohn-Sham gap in eV: 7.4

Löwdin atomic charge list, values in e, 8 entries: 0.50 0.54 0.52 0.57 0.01 0.05 0.01 0.02

(6)
Formula: C5H11NO
Source: the OMol25 dataset
Level of theory: wB97M-V/def2-TZVPD

CARTESIAN COORDINATES (ANGSTROEM)
1 O 1.765 2.169 -2.247
2 N -1.835 -0.439 0.646
3 C -0.380 -0.111 0.710
4 C 0.359 0.193 -1.789
5 C 0.285 -0.589 1.987
6 C 0.339 -0.666 -0.511
7 C 0.798 1.607 -1.604
8 H 0.499 -1.658 1.981
9 H -0.107 -1.644 -0.745
10 H 1.271 -0.109 2.022
11 H 1.095 -0.280 -2.457
12 H 0.130 2.246 -0.992
13 H -2.068 -1.015 1.443
14 H -0.270 -0.303 2.885
15 H -0.270 0.973 0.653
16 H -2.370 0.417 0.719
17 H -0.598 0.115 -2.349
18 H 1.357 -0.908 -0.351

Computed properties:
LUMO energy (spin up / spin down) in Ha: 0.143 / 0.137
Total charge: -1
Multiplicity: 2
Maximum force in eV/A: 1.5
Energy above the lowest of the compared OMol25 structures with the same formula, charge and spin in kJ/mol: 77.6
Kohn-Sham gap (spin up / spin down) in eV: 3.3 / 6.7
Expectation value of S²: 0.754

Löwdin atomic charge list, values in e, 8 entries: -0.26 0.02 -0.47 -0.27 -0.11 -0.24 -0.47 0.07

> The highest maximum force belongs to which entry?

C6H5NS

> The highest energy above the lowest of the compared OMol25 structures with the same formula, charge and spin belongs to which entry?

C6H5NS

> Which formula does entry 2 have?

C36H27BrN7O5RbSe

> Among the records above, which one has the highest energy above the lowest of the compared OMol25 structures with the same formula, charge and spin?

C6H5NS